Entry 1:
{"formula": "C34H26MnN3O6PS3", "method": "ωB97M-V/def2-TZVPD", "elements": ["Mn", "C", "O", "C", "C", "C", "C", "C", "C", "N", "N", "C", "O", "C", "C", "C", "C", "C", "C", "C", "O", "H", "H", "H", "H", "H", "H", "H", "H", "H", "H", "H", "H", "S", "P", "S", "C", "C", "C", "C", "C", "C", "C", "C", "C", "C", "C", "C", "H", "H", "H", "H", "H", "H", "H", "H", "H", "H", "O", "S", "O", "N", "C", "O", "C", "C", "C", "C", "C", "C", "H", "H", "H", "H"], "xyz": [[-0.943, 0.460, -1.335], [-4.361, -1.651, -2.297], [-5.198, -0.505, -2.487], [-4.979, 0.594, -1.724], [-6.087, 1.265, -1.248], [-5.968, 2.420, -0.471], [-4.725, 2.903, -0.152], [-3.577, 2.250, -0.627], [-2.300, 2.778, -0.274], [-1.167, 2.210, -0.555], [-0.012, 2.866, -0.183], [1.001, 2.136, -0.540], [0.827, 0.984, -1.146], [2.387, 2.571, -0.304], [3.432, 1.713, -0.628], [4.741, 2.112, -0.405], [5.005, 3.360, 0.140], [3.958, 4.217, 0.464], [2.650, 3.826, 0.241], [-3.691, 1.110, -1.454], [-2.638, 0.549, -2.016], [-4.938, -2.495, -2.667], [-4.143, -1.796, -1.236], [-3.428, -1.564, -2.848], [-7.059, 0.856, -1.490], [-6.859, 2.913, -0.106], [-4.609, 3.773, 0.481], [-2.244, 3.728, 0.247], [3.221, 0.730, -1.027], [5.553, 1.440, -0.649], [6.027, 3.669, 0.315], [4.165, 5.191, 0.888], [1.824, 4.478, 0.491], [-2.380, 1.688, 2.799], [-1.185, 0.244, 2.282], [-1.580, -0.776, 0.482], [-1.313, -1.217, 3.363], [-2.006, -1.084, 4.562], [-2.076, -2.151, 5.445], [-1.460, -3.354, 5.131], [-0.771, -3.491, 3.934], [-0.694, -2.428, 3.049], [0.570, 0.691, 2.279], [0.985, 1.807, 2.997], [2.340, 2.065, 3.146], [3.275, 1.214, 2.577], [2.862, 0.118, 1.829], [1.511, -0.145, 1.678], [-2.492, -0.145, 4.793], [-2.613, -2.041, 6.377], [-1.517, -4.187, 5.820], [-0.289, -4.427, 3.685], [-0.149, -2.548, 2.123], [0.242, 2.461, 3.437], [2.663, 2.934, 3.705], [4.332, 1.423, 2.687], [3.586, -0.514, 1.332], [1.194, -0.971, 1.055], [3.706, -1.979, -0.969], [2.573, -2.808, -1.276], [2.454, -4.075, -0.618], [1.192, -1.934, -1.071], [0.612, -1.719, -2.206], [-0.480, -1.037, -2.366], [1.258, -2.326, -3.404], [0.858, -2.281, -4.726], [1.652, -2.931, -5.664], [2.810, -3.601, -5.282], [3.211, -3.641, -3.950], [2.410, -2.993, -3.035], [-0.044, -1.756, -5.011], [1.367, -2.917, -6.708], [3.410, -4.097, -6.033], [4.111, -4.158, -3.646]], "e_tot_ev": -125551.9595, "e_homo_ev": [-8.6, -8.6], "e_above_lowest_ev": 0.000, "molar_mass_g_mol": 754.710, "spin_multiplicity": 4, "s2": 4.130, "charge": 0}

Entry 2:
{"formula": "C3HN3O", "method": "ωB97M-V/def2-TZVPD", "elements": ["C", "C", "C", "N", "N", "O", "N", "H"], "xyz": [[-2.351, -0.051, -0.283], [-1.093, -0.206, -0.587], [0.300, 0.052, -0.178], [1.023, -1.035, 0.496], [2.117, -0.542, 0.855], [2.275, 0.805, 0.369], [1.243, 1.093, -0.328], [-3.514, -0.114, -0.345]], "smiles": "C#Cc1nnon1", "e_tot_ev": -9638.3504, "e_homo_ev": -10.3, "e_above_lowest_ev": 4.467, "molar_mass_g_mol": 95.061, "charge": 0}

Entry 3:
{"formula": "C6H10O", "method": "ωB97M-V/def2-TZVPD", "elements": ["C", "C", "C", "O", "C", "C", "C", "H", "H", "H", "H", "H", "H", "H", "H", "H", "H"], "xyz": [[-1.601, 0.780, 0.771], [-0.420, -0.021, 0.155], [0.556, -0.672, 1.157], [1.748, -0.802, 0.375], [1.325, -0.312, -0.890], [0.478, 0.938, -0.589], [-0.011, -1.034, -1.167], [-2.582, 0.383, 0.448], [-1.302, 1.894, 0.519], [-1.650, 0.697, 1.876], [0.221, -1.661, 1.504], [0.773, -0.058, 2.047], [2.166, -0.253, -1.584], [-0.055, 1.257, -1.498], [0.784, 1.825, 0.035], [-0.094, -2.099, -0.942], [-0.337, -0.863, -2.216]], "smiles": "C[C@]12CO[C@H](C1)C2", "e_tot_ev": -8429.0451, "e_homo_ev": -9.3, "e_above_lowest_ev": 2.195, "molar_mass_g_mol": 98.145, "charge": 0}

Entry 4:
{"formula": "C35H124F3N18NaO30", "method": "ωB97M-V/def2-TZVPD", "elements": ["Na", "C", "O", "O", "C", "F", "F", "F", "C", "C", "H", "H", "H", "H", "H", "H", "C", "O", "N", "N", "H", "H", "H", "H", "C", "O", "N", "N", "H", "H", "H", "H", "C", "O", "N", "N", "H", "H", "H", "H", "C", "O", "N", "N", "H", "H", "H", "H", "C", "O", "N", "N", "H", "H", "H", "H", "C", "O", "N", "N", "H", "H", "H", "H", "C", "O", "N", "N", "H", "H", "H", "H", "C", "O", "N", "N", "H", "H", "H", "H", "C", "O", "N", "N", "H", "H", "H", "H", "C", "O", "H", "H", "H", "H", "C", "O", "H", "H", "H", "H", "C", "O", "H", "H", "H", "H", "C", "O", "H", "H", "H", "H", "C", "O", "H", "H", "H", "H", "C", "O", "H", "H", "H", "H", "C", "O", "H", "H", "H", "H", "C", "O", "H", "H", "H", "H", "C", "O", "H", "H", "H", "H", "C", "O", "H", "H", "H", "H", "C", "O", "H", "H", "H", "H", "C", "O", "H", "H", "H", "H", "C", "O", "H", "H", "H", "H", "C", "O", "H", "H", "H", "H", "C", "O", "H", "H", "H", "H", "C", "O", "H", "H", "H", "H", "C", "C", "O", "H", "H", "H", "H", "H", "H", "C", "C", "O", "H", "H", "H", "H", "H", "H", "C", "C", "O", "H", "H", "H", "H", "H", "H"], "xyz": [[0.647, 2.491, -2.329], [0.957, -0.236, -1.307], [1.111, 0.751, -0.345], [0.162, 0.142, -2.353], [2.378, -0.610, -1.699], [3.114, 0.367, -2.265], [3.076, -0.978, -0.525], [2.504, -1.699, -2.520], [-0.021, 0.952, 0.484], [0.265, 1.853, 1.649], [-0.612, 2.123, 2.185], [0.955, 1.239, 2.374], [0.666, 2.750, 1.233], [-0.391, -0.050, 0.742], [-0.782, 1.487, -0.061], [0.482, -1.165, -0.740], [-6.245, -0.713, -0.288], [-5.228, -0.235, 0.247], [-6.584, -0.561, -1.579], [-7.002, -1.586, 0.426], [-7.261, -1.160, -1.959], [-5.977, -0.056, -2.246], [-7.567, -2.297, 0.023], [-6.643, -1.810, 1.324], [6.404, -1.536, -3.397], [7.210, -1.668, -2.462], [6.175, -0.320, -4.059], [5.621, -2.519, -3.904], [6.709, 0.373, -3.543], [5.301, -0.108, -4.457], [5.250, -2.409, -4.835], [5.710, -3.520, -3.558], [0.806, 3.057, -5.586], [0.932, 3.625, -4.498], [0.633, 3.763, -6.746], [0.810, 1.747, -5.680], [-0.224, 3.546, -7.241], [0.563, 4.810, -6.639], [0.514, 1.205, -4.860], [0.628, 1.352, -6.534], [-5.663, 3.968, -0.257], [-6.043, 4.415, 0.806], [-5.186, 2.657, -0.266], [-5.684, 4.619, -1.494], [-5.155, 2.162, 0.617], [-5.012, 2.108, -1.091], [-4.962, 4.292, -2.049], [-5.779, 5.586, -1.507], [3.205, -4.192, 3.854], [3.862, -3.174, 3.880], [2.097, -4.314, 3.061], [3.439, -5.298, 4.636], [1.629, -5.234, 2.978], [1.799, -3.546, 2.473], [4.115, -5.150, 5.396], [2.668, -5.975, 4.765], [-1.921, 0.500, -7.959], [-1.215, 1.533, -7.897], [-2.415, -0.034, -6.828], [-2.024, -0.209, -9.164], [-2.111, 0.405, -5.997], [-2.582, -1.025, -6.859], [-2.247, -1.173, -9.078], [-1.534, 0.199, -9.923], [-3.293, 0.800, -2.936], [-4.423, 1.275, -2.856], [-2.857, 0.033, -1.875], [-2.322, 1.126, -3.931], [-1.901, -0.141, -1.643], [-3.593, -0.049, -1.163], [-2.620, 1.870, -4.568], [-1.386, 0.823, -3.853], [-4.777, -3.585, -1.740], [-5.895, -3.820, -1.304], [-4.611, -2.976, -2.922], [-3.646, -3.979, -1.086], [-5.483, -2.542, -3.183], [-3.766, -2.443, -3.081], [-3.910, -4.411, -0.196], [-2.816, -3.480, -1.213], [0.156, -1.746, 3.539], [0.444, -1.806, 2.303], [1.082, -1.798, 4.516], [-1.090, -1.552, 4.062], [1.924, -2.345, 4.398], [0.792, -1.676, 5.488], [-1.380, -1.766, 4.970], [-1.830, -1.503, 3.355], [0.925, -3.828, -0.226], [-0.309, -3.207, 0.135], [0.922, -4.896, 0.094], [1.042, -3.933, -1.279], [1.871, -3.355, 0.076], [-0.211, -2.584, 0.934], [-4.069, -4.974, 7.063], [-3.053, -4.194, 6.426], [-4.658, -4.330, 7.739], [-4.630, -5.353, 6.223], [-3.725, -5.917, 7.474], [-3.275, -4.025, 5.507], [-1.642, -4.134, -3.646], [-1.903, -2.724, -3.359], [-2.013, -4.708, -2.847], [-2.191, -4.464, -4.519], [-0.625, -4.403, -3.948], [-1.380, -2.228, -4.027], [-3.582, -4.378, 2.411], [-3.722, -3.710, 3.631], [-3.282, -5.427, 2.640], [-4.478, -4.379, 1.781], [-2.784, -3.981, 1.817], [-3.907, -2.815, 3.405], [4.045, -0.485, 2.442], [3.403, 0.700, 2.010], [3.684, -0.931, 3.347], [3.921, -1.270, 1.648], [5.087, -0.203, 2.574], [2.505, 0.510, 1.736], [-2.694, 5.097, 1.392], [-1.449, 4.817, 0.866], [-3.413, 4.601, 0.737], [-2.605, 4.663, 2.429], [-2.914, 6.205, 1.453], [-0.800, 5.084, 1.488], [5.466, -3.025, -0.079], [6.595, -3.605, -0.699], [5.781, -2.557, 0.867], [5.002, -2.263, -0.717], [4.732, -3.824, 0.052], [6.931, -2.837, -1.192], [-0.981, 5.356, -2.403], [-0.617, 4.287, -1.548], [-2.008, 5.660, -2.242], [-0.292, 6.261, -2.440], [-1.013, 4.983, -3.421], [-0.882, 4.480, -0.621], [-0.259, -5.403, 8.159], [-0.399, -5.557, 6.740], [-1.067, -5.777, 8.741], [0.675, -5.926, 8.495], [-0.160, -4.303, 8.336], [-1.236, -5.074, 6.596], [1.184, -1.252, -5.363], [-0.091, -0.954, -4.761], [1.064, -1.114, -6.482], [1.961, -0.528, -5.071], [1.562, -2.251, -5.159], [0.086, -0.716, -3.788], [0.288, 7.031, 2.435], [0.810, 5.686, 2.312], [-0.341, 7.035, 3.334], [1.101, 7.680, 2.733], [-0.210, 7.386, 1.497], [1.306, 5.565, 1.442], [-4.457, 0.084, 3.132], [-3.849, -1.081, 2.377], [-5.436, 0.304, 2.669], [-4.655, -0.369, 4.082], [-3.863, 0.975, 3.092], [-4.284, -0.976, 1.527], [7.334, -5.537, -3.518], [6.234, -5.146, -2.779], [7.034, -6.353, -4.127], [7.870, -4.718, -3.989], [8.169, -5.895, -2.905], [6.454, -4.634, -1.926], [3.964, 3.949, 3.948], [3.446, 3.198, 2.846], [3.558, 3.629, 4.914], [5.081, 4.111, 4.064], [3.564, 4.919, 3.969], [3.576, 2.233, 3.068], [1.092, -8.642, 5.358], [1.046, -7.248, 5.113], [1.340, -8.769, 6.423], [0.213, -9.193, 5.045], [1.957, -9.005, 4.867], [0.476, -6.757, 5.688], [5.766, 3.960, 0.270], [4.771, 3.007, 0.022], [6.101, 4.144, -0.718], [5.467, 4.888, 0.802], [6.553, 3.484, 0.862], [4.380, 2.712, 0.876], [3.908, 7.386, -1.000], [2.480, 6.959, -0.843], [2.171, 5.777, -0.114], [3.889, 8.501, -1.036], [4.393, 7.037, -1.941], [4.531, 7.091, -0.176], [2.072, 6.865, -1.883], [1.899, 7.804, -0.358], [2.414, 4.987, -0.591], [-6.236, 2.659, 4.994], [-6.657, 3.673, 3.856], [-5.677, 4.609, 3.618], [-5.182, 2.368, 4.854], [-6.937, 1.788, 4.997], [-6.383, 3.021, 6.101], [-7.624, 4.272, 4.074], [-6.862, 3.071, 2.991], [-5.593, 4.688, 2.669], [4.499, 2.852, -3.441], [3.781, 4.103, -2.899], [2.831, 3.680, -1.887], [5.069, 2.325, -2.715], [5.169, 3.183, -4.204], [3.764, 2.168, -3.854], [3.296, 4.664, -3.667], [4.405, 4.807, -2.356], [3.469, 3.279, -1.267]], "e_tot_ev": -139128.0929, "e_homo_ev": -9.2, "molar_mass_g_mol": 1357.457, "charge": 0}

Entry 5:
{"formula": "C29H41KN3OPSSi", "method": "ωB97M-V/def2-TZVPD", "elements": ["K", "C", "C", "N", "C", "C", "S", "C", "C", "N", "H", "H", "H", "H", "H", "H", "H", "H", "H", "H", "H", "H", "H", "H", "O", "N", "C", "C", "C", "C", "C", "C", "C", "P", "C", "C", "C", "C", "C", "C", "C", "C", "C", "C", "C", "C", "H", "H", "H", "H", "H", "H", "H", "H", "H", "H", "H", "H", "H", "H", "H", "H", "C", "Si", "C", "C", "C", "H", "H", "H", "H", "H", "H", "H", "H", "H", "H", "H"], "xyz": [[0.192, -0.025, 0.089], [-2.460, 2.247, 0.173], [-1.279, 3.224, 0.096], [-0.045, 2.484, 0.228], [1.107, 3.041, -0.432], [1.016, 2.913, -1.958], [0.351, 1.325, -2.554], [-1.424, 1.677, -2.801], [-2.400, 0.907, -1.915], [-2.152, 0.989, -0.491], [-3.362, 2.726, -0.244], [-2.645, 2.029, 1.226], [-1.402, 3.991, 0.875], [-1.291, 3.734, -0.867], [0.133, 2.282, 1.222], [1.986, 2.494, -0.085], [1.268, 4.111, -0.210], [2.012, 2.985, -2.396], [0.400, 3.697, -2.396], [-1.636, 1.405, -3.837], [-1.552, 2.750, -2.698], [-2.341, -0.150, -2.186], [-3.412, 1.269, -2.182], [-2.698, 0.261, -0.048], [-0.128, -1.890, -1.873], [0.922, -2.398, -1.129], [1.773, -3.164, -1.710], [2.890, -3.686, -0.995], [3.762, -4.594, -1.614], [4.848, -5.103, -0.941], [5.098, -4.713, 0.370], [4.258, -3.807, 0.992], [3.146, -3.290, 0.340], [2.033, -2.072, 1.112], [2.960, -1.829, 2.678], [3.990, -0.899, 2.547], [4.809, -0.595, 3.614], [4.598, -1.213, 4.836], [3.564, -2.120, 4.983], [2.739, -2.426, 3.912], [0.703, -3.244, 1.577], [0.983, -4.507, 2.092], [-0.044, -5.393, 2.368], [-1.357, -5.047, 2.088], [-1.643, -3.797, 1.561], [-0.620, -2.897, 1.330], [-0.016, -2.145, -2.808], [1.666, -3.429, -2.768], [3.570, -4.896, -2.635], [5.511, -5.801, -1.429], [5.948, -5.113, 0.904], [4.473, -3.500, 2.007], [4.148, -0.432, 1.581], [5.606, 0.126, 3.510], [5.224, -0.962, 5.680], [3.401, -2.588, 5.943], [1.926, -3.124, 4.046], [2.011, -4.799, 2.268], [0.181, -6.363, 2.790], [-2.154, -5.752, 2.275], [-2.665, -3.532, 1.320], [-0.844, -1.917, 0.925], [1.725, 1.269, 5.189], [-0.004, 0.693, 4.606], [-1.348, 1.858, 5.318], [-0.327, -0.950, 5.576], [-0.021, 0.700, 2.767], [1.906, 1.006, 6.227], [1.842, 2.344, 5.094], [2.499, 0.796, 4.592], [-1.274, 1.913, 6.400], [-2.343, 1.488, 5.081], [-1.276, 2.871, 4.936], [0.044, -0.913, 6.598], [0.159, -1.788, 5.086], [-1.390, -1.175, 5.612], [-0.962, 0.386, 2.310], [0.816, 0.143, 2.323]], "e_tot_ev": -81580.2218, "e_homo_ev": -5.5, "e_above_lowest_ev": 1.126, "molar_mass_g_mol": 577.892, "charge": 0}

Entry 6:
{"formula": "C24H20F6KN2O6PSSb", "method": "ωB97M-V/def2-TZVPD", "elements": ["K", "C", "C", "C", "C", "N", "C", "C", "C", "C", "C", "C", "N", "H", "H", "H", "H", "H", "H", "H", "H", "O", "C", "O", "C", "P", "C", "C", "C", "C", "C", "C", "C", "C", "C", "C", "C", "C", "H", "H", "H", "H", "H", "H", "H", "H", "H", "H", "H", "H", "O", "S", "O", "O", "O", "F", "Sb", "F", "F", "F", "F", "F"], "xyz": [[0.881, 3.208, -1.722], [-0.465, 1.452, 3.322], [0.479, 0.713, 4.105], [1.357, -0.123, 3.468], [1.272, -0.284, 2.078], [0.155, 0.207, 1.406], [-0.604, 1.169, 2.003], [2.230, -0.750, 1.150], [3.469, -1.289, 1.425], [4.286, -1.691, 0.335], [3.940, -1.357, -0.927], [2.792, -0.421, -1.141], [1.770, -0.624, -0.158], [-1.055, 2.242, 3.766], [0.526, 0.861, 5.176], [2.152, -0.622, 4.008], [-1.315, 1.684, 1.372], [3.801, -1.411, 2.447], [5.186, -2.269, 0.517], [4.547, -1.607, -1.787], [2.383, -0.516, -2.141], [-0.481, 1.599, -3.128], [-0.219, 0.854, -2.212], [0.031, 1.230, -0.962], [-0.200, -0.650, -2.143], [-0.036, -0.509, -0.265], [-0.193, -2.440, -0.053], [-1.361, -3.052, -0.531], [-1.443, -4.413, -0.783], [-0.355, -5.239, -0.542], [0.800, -4.671, -0.036], [0.879, -3.301, 0.195], [-1.944, -0.312, -0.025], [-2.510, -0.949, 1.086], [-3.846, -0.807, 1.411], [-4.670, -0.012, 0.622], [-4.138, 0.614, -0.490], [-2.792, 0.464, -0.809], [0.614, -1.083, -2.720], [-1.140, -1.086, -2.476], [-2.240, -2.454, -0.729], [-2.361, -4.831, -1.182], [-0.402, -6.301, -0.755], [1.670, -5.286, 0.166], [1.816, -2.926, 0.573], [-1.874, -1.575, 1.703], [-4.243, -1.295, 2.293], [-5.711, 0.124, 0.890], [-4.772, 1.242, -1.105], [-2.408, 0.993, -1.673], [3.293, 0.954, -1.020], [3.385, 1.869, -2.353], [4.686, 1.638, -2.937], [3.174, 3.208, -1.826], [2.275, 1.441, -3.190], [-1.272, 3.843, -1.451], [-1.571, 5.464, -0.524], [-0.102, 5.221, 0.646], [-0.433, 6.366, -1.755], [-1.947, 7.121, 0.351], [-3.052, 5.819, -1.664], [-2.695, 4.555, 0.702]], "e_tot_ev": -99776.7306, "e_homo_ev": [-0.7, -2.5], "e_above_lowest_ev": 1.029, "molar_mass_g_mol": 770.319, "spin_multiplicity": 2, "s2": 0.793, "charge": -2}